Entry 1:
{"formula": "C4H10O", "method": "wB97M-V/def2-TZVPD", "elements": ["C", "O", "H", "H", "H", "H", "C", "C", "C", "H", "H", "H", "H", "H", "H"], "positions_angstrom": [[1.991, 5.113, 0.106], [1.746, 4.312, -1.002], [1.650, 4.588, 1.138], [1.311, 6.061, -0.017], [2.994, 5.555, 0.186], [2.113, 4.966, -1.648], [-1.562, -2.841, 1.059], [-1.120, -3.982, 0.220], [-1.244, -3.804, -1.122], [-0.992, -2.032, 0.648], [-1.186, -2.985, 2.205], [-2.598, -2.599, 0.853], [-0.857, -4.980, 0.618], [-0.872, -4.571, -1.779], [-1.373, -2.801, -1.466]], "total_charge": 1, "lumo_ev": [-5.65, -9.55], "homo_lumo_gap_ev": [6.205, 2.300], "s_squared": 0.75, "de_lowest_kcal_mol": 61.79, "multiplicity": 2}


Entry 2:
{"formula": "C4H10O2", "method": "wB97M-V/def2-TZVPD", "elements": ["C", "C", "O", "O", "H", "H", "H", "H", "H", "H", "C", "C", "H", "H", "H", "H"], "positions_angstrom": [[-1.253, 0.155, 0.846], [-2.084, 0.896, -0.149], [0.541, 0.473, 0.395], [1.574, 1.201, 1.149], [1.472, 2.073, 0.734], [-1.401, -0.921, 0.885], [-1.201, 0.604, 1.832], [-1.975, 0.485, -1.156], [-3.150, 0.836, 0.108], [-1.800, 1.951, -0.187], [1.137, -0.746, -0.894], [1.978, -1.724, -0.425], [2.827, -2.065, -1.005], [1.415, -0.236, -1.816], [0.028, -0.884, -0.905], [1.891, -2.097, 0.589]], "total_charge": 0, "lumo_ev": [0.17, 0.17], "homo_lumo_gap_ev": [7.339, 7.335], "de_lowest_kcal_mol": 185.87}


Entry 3:
{"formula": "C4H10O2", "method": "wB97M-V/def2-TZVPD", "elements": ["C", "C", "C", "O", "C", "O", "H", "H", "H", "H", "H", "H", "H", "H", "H", "H"], "positions_angstrom": [[1.371, 1.354, -1.018], [0.946, 0.680, 0.255], [-0.498, -0.015, -0.223], [-0.493, -0.372, -1.588], [-0.745, -1.193, 0.722], [-1.709, -2.147, 0.297], [2.418, 1.297, -1.316], [0.833, 0.691, -1.732], [0.968, 2.367, -1.115], [1.672, -0.094, 0.556], [0.707, 1.312, 1.124], [-1.240, 0.796, -0.127], [-1.429, -0.671, -1.321], [-1.069, -0.693, 1.641], [0.220, -1.683, 0.898], [-1.729, -2.856, 0.958]], "total_charge": 0, "lumo_ev": 0.73, "homo_lumo_gap_ev": 10.968, "de_lowest_kcal_mol": 56.15}


Entry 4:
{"formula": "C4H10O2", "method": "wB97M-V/def2-TZVPD", "elements": ["C", "C", "C", "C", "O", "O", "H", "H", "H", "H", "H", "H", "H", "H", "H", "H"], "positions_angstrom": [[-1.173, -0.424, 0.623], [-0.222, -0.212, 1.802], [0.582, 1.178, -1.730], [1.414, 0.102, -2.041], [-0.546, -0.200, -0.617], [-0.871, -0.353, 3.063], [-1.214, -1.251, 3.132], [-2.030, 0.252, 0.722], [-1.575, -1.449, 0.654], [0.629, -0.900, 1.709], [0.168, 0.807, 1.780], [-0.255, 1.450, -2.355], [0.816, 1.854, -0.919], [2.408, 0.079, -1.608], [0.528, -0.594, -1.187], [1.341, -0.337, -3.029]], "total_charge": 0, "lumo_ev": 0.66, "homo_lumo_gap_ev": 9.831, "de_lowest_kcal_mol": 96.58}


Entry 5:
{"formula": "C4H10O2", "method": "wB97M-V/def2-TZVPD", "elements": ["C", "C", "C", "O", "C", "O", "H", "H", "H", "H", "H", "H", "H", "H", "H", "H"], "positions_angstrom": [[-2.137, -0.626, -0.097], [-1.063, 0.298, 0.464], [0.218, 0.179, -0.281], [0.278, -0.452, -1.330], [1.494, 0.958, 0.047], [2.478, 0.240, -0.641], [-3.104, -0.393, 0.351], [-2.211, -0.511, -1.182], [-1.901, -1.676, 0.105], [-1.340, 1.353, 0.337], [-0.903, 0.149, 1.539], [1.660, 1.109, 1.127], [1.370, 1.943, -0.419], [1.822, -0.223, -1.321], [1.355, -1.291, 0.828], [1.985, -1.056, 0.473]], "total_charge": 0, "lumo_ev": 0.87, "homo_lumo_gap_ev": 10.988, "de_lowest_kcal_mol": 54.05}


Entry 6:
{"formula": "C4H10O2", "method": "wB97M-V/def2-TZVPD", "elements": ["C", "O", "C", "C", "C", "O", "H", "H", "H", "H", "H", "H", "H", "H", "H", "H"], "positions_angstrom": [[-2.336, -0.895, -0.328], [-1.405, -0.117, 0.381], [-0.066, -0.506, 0.151], [0.807, 0.698, 0.473], [2.246, 0.476, 0.051], [0.331, 1.820, -0.241], [-2.129, -0.867, -1.408], [-2.324, -1.944, 0.002], [-3.325, -0.471, -0.140], [0.070, -0.780, -0.908], [0.205, -1.375, 0.773], [0.747, 0.881, 1.560], [2.824, 1.386, 0.232], [2.277, 0.266, -1.024], [2.712, -0.354, 0.592], [-0.634, 1.781, -0.165]], "total_charge": 0, "lumo_ev": 1.00, "homo_lumo_gap_ev": 11.118, "de_lowest_kcal_mol": 22.61}


Entry 7:
{"formula": "C4H10O2", "method": "wB97M-V/def2-TZVPD", "elements": ["C", "C", "O", "C", "O", "H", "H", "H", "H", "H", "H", "C", "H", "H", "H", "H"], "positions_angstrom": [[1.407, -0.074, 1.378], [-0.058, 0.063, 1.068], [-0.873, -0.793, 1.350], [-0.541, 1.322, 0.362], [-1.865, 1.171, -0.054], [1.804, 0.840, 1.833], [1.562, -0.926, 2.043], [1.958, -0.243, 0.446], [-0.433, 2.166, 1.065], [0.110, 1.536, -0.497], [-2.170, 0.355, 0.384], [-0.171, -1.122, -1.897], [0.824, -0.668, -1.834], [-0.214, -1.995, -1.241], [-0.355, -1.426, -2.929], [-0.932, -0.400, -1.590]], "total_charge": 0, "lumo_ev": 0.85, "homo_lumo_gap_ev": 11.167, "de_lowest_kcal_mol": 16.27}


Entry 8:
{"formula": "C4H10O2", "method": "wB97M-V/def2-TZVPD", "elements": ["C", "C", "C", "O", "C", "O", "H", "H", "H", "H", "H", "H", "H", "H", "H", "H"], "positions_angstrom": [[1.460, -0.055, -1.444], [0.577, -0.644, -0.348], [-0.754, 0.088, -0.224], [-1.416, -0.002, -1.477], [-1.643, -0.586, 0.810], [-2.040, -0.069, 1.827], [2.392, -0.621, -1.539], [0.939, -0.081, -2.405], [1.718, 0.987, -1.225], [0.371, -1.701, -0.560], [1.085, -0.602, 0.624], [-0.591, 1.134, 0.077], [-2.176, 0.592, -1.460], [-1.943, -1.619, 0.532], [0.545, 1.376, 2.708], [-0.156, 1.148, 2.599]], "total_charge": 0, "lumo_ev": 0.71, "homo_lumo_gap_ev": 10.555, "de_lowest_kcal_mol": 41.40}


Entry 9:
{"formula": "C4H10O2", "method": "wB97M-V/def2-TZVPD", "elements": ["O", "C", "C", "O", "H", "H", "H", "H", "H", "H", "C", "C", "H", "H", "H", "H"], "positions_angstrom": [[0.122, -0.588, -1.544], [0.999, -0.920, -0.495], [1.740, 0.273, 0.084], [2.652, 0.753, -0.879], [-0.615, -0.100, -1.151], [0.471, -1.433, 0.328], [1.733, -1.619, -0.909], [2.256, -0.046, 1.006], [1.005, 1.048, 0.366], [3.078, 1.541, -0.523], [-2.529, -0.342, 0.329], [-1.948, 0.707, 0.905], [-3.262, -0.226, -0.465], [-2.299, -1.361, 0.633], [-2.180, 1.726, 0.606], [-1.223, 0.587, 1.708]], "total_charge": 0, "lumo_ev": 0.91, "homo_lumo_gap_ev": 11.059, "de_lowest_kcal_mol": 44.28}


Entry 10:
{"formula": "C4H10O2", "method": "wB97M-V/def2-TZVPD", "elements": ["C", "O", "C", "C", "C", "O", "H", "H", "H", "H", "H", "H", "H", "H", "H", "H"], "positions_angstrom": [[1.678, 1.151, -0.143], [0.641, 0.385, 0.433], [-0.110, -0.377, -0.513], [-0.136, -1.825, -0.055], [-1.516, 0.232, -0.586], [-1.453, 1.638, -0.583], [2.439, 0.511, -0.612], [1.292, 1.853, -0.895], [2.145, 1.716, 0.668], [0.370, -0.296, -1.499], [0.871, -2.253, -0.044], [-0.767, -2.437, -0.710], [-0.541, -1.878, 0.962], [-2.014, -0.073, -1.512], [-2.118, -0.142, 0.260], [-0.887, 1.846, 0.175]], "total_charge": 0, "lumo_ev": 1.05, "homo_lumo_gap_ev": 10.908, "de_lowest_kcal_mol": 25.25}


Entry 11:
{"formula": "C4H10O2", "method": "wB97M-V/def2-TZVPD", "elements": ["C", "C", "C", "O", "C", "H", "H", "H", "H", "H", "H", "H", "H", "O", "H", "H"], "positions_angstrom": [[-1.580, -0.017, 0.199], [-0.295, -0.378, 0.184], [0.190, -1.685, -0.385], [0.587, 0.391, 0.906], [1.799, 0.791, 0.298], [-2.347, -0.597, -0.302], [-1.885, 0.897, 0.700], [1.157, -1.626, -0.895], [-0.538, -2.093, -1.093], [0.294, -2.385, 0.451], [2.438, -0.056, 0.017], [1.626, 1.417, -0.591], [2.320, 1.388, 1.051], [-1.432, 1.245, -2.134], [-0.831, 0.725, -1.578], [-1.611, 2.011, -1.575]], "total_charge": 0, "lumo_ev": 0.83, "homo_lumo_gap_ev": 9.901, "de_lowest_kcal_mol": 41.28}


Entry 12:
{"formula": "C4H10O2", "method": "wB97M-V/def2-TZVPD", "elements": ["C", "O", "C", "C", "O", "C", "H", "H", "H", "H", "H", "H", "H", "H", "H", "H"], "positions_angstrom": [[2.950, -0.186, -0.147], [1.710, 0.440, -0.345], [0.653, -0.266, 0.256], [-0.644, 0.445, -0.095], [-1.697, -0.467, 0.096], [-2.936, 0.033, -0.334], [3.696, 0.379, -0.711], [3.237, -0.197, 0.916], [2.939, -1.225, -0.513], [0.599, -1.297, -0.128], [0.791, -0.324, 1.349], [-0.791, 1.338, 0.533], [-0.582, 0.779, -1.142], [-3.704, -0.670, -0.004], [-3.157, 1.019, 0.102], [-2.979, 0.117, -1.431]], "total_charge": 0, "lumo_ev": 1.11, "homo_lumo_gap_ev": 10.968, "de_lowest_kcal_mol": 38.12}